45
Properties=species:S:1:pos:R:3 method="wB97M-V/def2-TZVPD" homo_energy_ev=-8.69 orbital_gap_ev=9.137 relative_energy_kcal_mol=26.3
C 0.344 2.184 3.070
C -1.233 2.239 2.980
C -1.929 1.513 1.845
Si -1.239 1.789 0.054
C -2.586 1.263 -1.168
C -1.120 3.581 -0.401
C 0.292 0.884 -0.642
N 0.282 -0.599 -0.608
C 0.042 -1.142 0.737
C -0.032 -2.698 0.753
O 0.959 -3.396 1.545
C 0.039 -3.287 -0.693
O -1.119 -3.053 -1.455
C 1.328 -2.764 -1.413
O 2.429 -3.491 -0.821
C 1.460 -1.203 -1.287
C 1.921 -0.548 -2.597
O 2.649 0.642 -2.350
H 0.811 2.062 2.061
H 0.670 1.330 3.727
H 0.754 3.099 3.512
H -1.497 3.276 2.825
H -1.689 1.891 3.921
H -2.984 1.655 1.727
H -1.888 0.437 2.102
H -3.423 1.969 -1.313
H -2.083 1.122 -2.112
H -2.908 0.218 -1.010
H -0.288 4.060 0.115
H -1.042 3.700 -1.457
H -2.036 4.032 -0.100
H 0.450 1.208 -1.686
H 1.048 1.346 -0.041
H 0.940 -0.783 1.359
H -0.902 -0.756 1.115
H -0.951 -3.029 1.244
H 1.826 -3.302 1.065
H 0.233 -4.360 -0.617
H -1.124 -2.037 -1.279
H 1.228 -2.932 -2.481
H 3.038 -3.927 -1.461
H 2.202 -1.053 -0.512
H 2.647 -1.204 -3.089
H 1.090 -0.374 -3.434
H 3.391 0.438 -1.732